(1)
The following is a DFT calculation (wB97M-V/def2-TZVPD) of a molecular structure, C30H65ClN8O10S2Si2.

```
118
Properties=species:S:1:pos:R:3:mulliken_charge:R:1
O 6.203 -1.898 2.620 -0.6028
S 5.180 -2.717 2.053 1.0422
O 5.085 -4.084 2.446 -0.5522
Cl 3.423 -1.813 2.551 -0.1357
C 5.276 -2.605 0.266 0.0769
C 4.185 -1.796 -0.444 -1.1627
C 2.904 -2.591 -0.661 0.2628
C 1.949 -1.904 -1.644 -1.2123
Si 0.164 -2.410 -1.469 0.0816
O 0.032 -4.067 -1.461 -0.2729
Si 0.208 -5.006 -0.112 0.5501
S -0.504 -6.966 -0.612 -0.3915
C -0.584 -1.604 0.049 0.5545
C 0.097 -0.634 0.786 -0.0789
C -0.528 -0.081 1.900 -0.8868
N -1.738 -0.408 2.340 -0.4679
C -2.395 -1.325 1.632 -0.5542
C -1.864 -1.933 0.509 -0.4597
H 6.235 -2.124 0.115 0.5142
H 5.301 -3.627 -0.090 -0.4888
H 3.968 -0.911 0.146 0.2300
H 4.588 -1.507 -1.410 0.5802
H 2.421 -2.756 0.296 0.2783
H 3.158 -3.575 -1.045 0.2175
H 2.019 -0.823 -1.524 0.5514
H 2.249 -2.115 -2.668 0.5865
H -0.564 -1.934 -2.663 -0.2311
H 1.611 -5.069 0.311 -0.0279
H -0.579 -4.516 1.036 -0.1289
H -0.107 -7.544 0.524 0.1047
H 1.082 -0.302 0.510 0.6656
H 0.006 0.672 2.458 0.3676
H -3.379 -1.610 1.966 0.3983
H -2.455 -2.674 -0.010 0.5104
C 4.698 -5.922 -1.112 -0.1018
O 3.785 -6.047 -0.318 -0.5815
N 5.948 -6.367 -0.902 0.2194
C 7.004 -6.174 -1.875 -0.8476
C 6.232 -7.053 0.349 -0.9392
H 4.579 -5.406 -2.081 0.4441
H 7.398 -7.139 -2.203 0.3988
H 7.819 -5.591 -1.440 0.3497
H 6.620 -5.635 -2.737 0.1495
H 5.606 -7.942 0.443 0.2857
H 6.018 -6.401 1.196 0.2396
H 7.279 -7.343 0.367 0.4079
C -2.294 2.353 -0.216 0.2944
O -2.392 2.375 -1.433 -0.6775
N -3.061 3.062 0.625 0.2368
C -2.900 2.992 2.065 -0.6302
C -4.104 3.919 0.083 -1.0543
H -1.551 1.726 0.301 0.1455
H -3.823 2.627 2.520 0.2511
H -2.681 3.981 2.472 0.3526
H -2.094 2.311 2.324 0.0872
H -4.815 3.331 -0.495 0.1553
H -3.666 4.667 -0.581 0.2530
H -4.631 4.411 0.892 0.4955
C 2.438 2.640 2.523 0.0795
O 2.353 1.745 1.699 -0.5848
N 3.219 2.594 3.614 0.1461
C 3.279 3.680 4.570 -0.9386
C 4.027 1.403 3.826 -0.7993
H 1.860 3.576 2.439 0.3466
H 4.295 4.072 4.639 0.3350
H 2.968 3.335 5.558 0.3356
H 2.615 4.483 4.257 0.2992
H 4.702 1.258 2.982 0.2939
H 3.382 0.529 3.895 0.1307
H 4.605 1.506 4.739 0.3805
C -7.528 6.250 0.262 0.0664
O -7.010 5.150 0.306 -0.5364
N -7.018 7.307 -0.392 0.1351
C -7.685 8.593 -0.418 -0.9460
C -5.756 7.147 -1.097 -0.8295
H -8.486 6.471 0.762 0.2591
H -7.925 8.878 -1.444 0.3374
H -7.048 9.363 0.021 0.3397
H -8.609 8.538 0.153 0.2895
H -5.841 6.368 -1.855 0.2917
H -4.969 6.858 -0.401 0.2147
H -5.490 8.087 -1.572 0.3937
C 8.274 -4.148 -4.881 0.1461
O 7.282 -3.844 -4.244 -0.6288
N 8.267 -4.485 -6.180 0.1157
C 9.478 -4.839 -6.894 -0.9133
C 6.996 -4.492 -6.887 -0.9249
H 9.281 -4.171 -4.431 0.3166
H 9.644 -4.154 -7.727 0.3401
H 9.408 -5.856 -7.285 0.3421
H 10.330 -4.783 -6.220 0.2902
H 6.542 -3.501 -6.858 0.2961
H 6.305 -5.193 -6.419 0.2747
H 7.163 -4.783 -7.921 0.3769
C -6.736 1.852 -4.700 0.1293
O -7.889 1.952 -5.077 -0.6073
N -6.359 1.336 -3.519 0.1627
C -4.965 1.245 -3.118 -0.5284
C -7.389 0.858 -2.614 -0.9930
H -5.883 2.188 -5.315 0.2756
H -4.689 0.203 -2.944 0.3053
H -4.792 1.810 -2.204 0.0317
H -4.324 1.651 -3.896 0.2870
H -7.970 0.064 -3.085 0.3270
H -8.072 1.667 -2.355 0.3037
H -6.920 0.477 -1.711 0.3638
C -4.211 4.147 5.774 0.1195
O -3.892 4.960 4.929 -0.5863
N -5.438 3.605 5.878 0.1403
C -5.770 2.633 6.899 -0.9360
C -6.456 4.015 4.923 -0.8443
H -3.505 3.773 6.535 0.2945
H -6.087 1.693 6.443 0.3407
H -6.577 3.005 7.533 0.3322
H -4.898 2.442 7.521 0.2927
H -6.139 3.786 3.906 0.2035
H -6.625 5.090 4.989 0.2868
H -7.382 3.489 5.140 0.3756
```

Calculated values
- M (g mol⁻¹) = 853.655
- lowest unoccupied orbital energy (eV) = 0.431
- gap between HOMO and LUMO (eV) = 9.05
- HOMO level (eV) = -8.6



(2)
The following is a DFT calculation (wB97M-V/def2-TZVPD) of 10 unconnected molecules or ions with the total composition C26H72O22S10 at a distorted geometry.

```
130
Properties=species:S:1:pos:R:3:mulliken_charge:R:1
O 7.632 11.509 -18.709 -0.6658
S 7.570 10.626 -19.847 1.0132
O 8.460 9.504 -20.026 -0.5057
O 6.044 9.990 -19.919 -0.2162
C 4.958 10.897 -19.679 -0.3795
C 4.227 10.545 -18.408 -1.2002
C 7.579 11.638 -21.342 -0.6187
H 4.322 10.725 -20.554 0.3754
H 5.210 11.957 -19.731 0.3828
H 4.958 10.671 -17.605 0.2855
H 3.919 9.503 -18.315 0.2988
H 3.336 11.153 -18.257 0.3591
H 6.582 11.951 -21.639 0.5218
H 8.099 11.080 -22.116 -0.1347
H 8.173 12.525 -21.121 0.3790
O 15.181 5.615 -29.947 -0.6364
S 14.846 6.454 -28.827 1.0403
O 14.719 7.889 -28.949 -0.4460
O 13.448 5.818 -28.281 -0.4046
C 12.755 6.462 -27.231 0.4700
C 11.284 6.004 -27.254 -1.2701
C 16.014 6.122 -27.469 -0.8741
H 12.756 7.537 -27.444 0.0582
H 13.150 6.423 -26.210 0.1669
H 10.711 6.624 -26.569 0.2262
H 11.250 4.947 -26.982 0.3421
H 10.882 6.027 -28.266 0.4138
H 15.874 5.100 -27.135 0.3478
H 15.728 6.836 -26.698 0.2457
H 16.972 6.392 -27.903 0.3837
O 14.858 6.998 -18.936 -0.6534
S 14.810 8.365 -19.388 1.1382
O 13.708 9.251 -19.151 -0.5215
O 16.176 9.142 -18.873 -0.3489
C 16.145 10.537 -18.659 0.2583
C 17.540 10.963 -18.238 -1.3952
C 15.185 8.357 -21.138 -0.4776
H 15.402 10.745 -17.883 0.3088
H 15.846 11.004 -19.606 0.0793
H 17.838 10.530 -17.283 0.3346
H 17.554 12.041 -18.071 0.3804
H 18.235 10.641 -19.012 0.3294
H 16.114 7.859 -21.391 0.4485
H 15.041 9.406 -21.397 0.2303
H 14.394 7.814 -21.659 -0.0872
O 13.722 10.045 -26.062 -0.7328
S 12.321 10.112 -25.705 1.0846
O 11.373 9.176 -26.256 -0.3677
O 12.265 9.976 -24.078 -0.2204
C 10.971 9.914 -23.473 0.6559
C 11.154 9.927 -21.962 0.7334
C 11.726 11.858 -25.931 -1.0716
H 10.449 9.055 -23.905 0.3636
H 10.327 10.758 -23.753 0.0061
H 10.302 9.545 -21.404 -0.6808
H 11.500 10.886 -21.592 -1.0823
H 11.922 9.176 -21.752 0.1306
H 11.749 12.035 -27.005 0.4336
H 12.393 12.544 -25.416 0.3904
H 10.715 11.928 -25.540 0.0851
O 8.323 6.400 -24.198 -0.7240
S 7.778 7.078 -23.054 1.2206
O 7.469 8.488 -23.003 -0.4787
O 6.422 6.238 -22.650 -0.2519
C 6.432 4.862 -22.953 0.0014
C 5.265 4.102 -22.325 -1.3317
C 8.886 6.652 -21.664 0.2993
H 7.306 4.395 -22.476 0.1640
H 6.547 4.681 -24.022 0.2969
H 4.295 4.513 -22.601 0.3395
H 5.439 4.061 -21.251 0.2974
H 5.254 3.072 -22.685 0.3796
H 9.604 7.461 -21.602 -0.5025
H 9.412 5.766 -21.998 -0.2720
H 8.327 6.515 -20.744 0.5269
O 7.974 12.287 -29.719 -0.6226
S 9.267 11.966 -29.203 1.1755
O 10.286 12.964 -29.085 -0.6015
O 9.099 11.269 -27.745 -0.0766
C 7.895 10.493 -27.550 -0.6766
C 7.970 9.941 -26.129 -0.4646
C 10.032 10.583 -30.087 -0.9357
H 7.813 9.741 -28.339 0.4621
H 7.048 11.160 -27.717 0.3479
H 8.984 9.574 -25.974 -0.2081
H 7.255 9.121 -26.074 0.4265
H 7.771 10.663 -25.339 0.2224
H 9.993 10.814 -31.152 0.4360
H 9.474 9.651 -30.005 0.3338
H 11.060 10.440 -29.767 0.2217
C 16.582 12.441 -27.398 -0.9851
S 15.248 12.353 -28.634 0.6155
O 15.765 13.120 -29.819 -0.6951
C 15.325 10.573 -29.005 -0.7604
H 17.527 12.198 -27.889 0.3360
H 16.418 11.876 -26.483 0.3057
H 16.718 13.491 -27.131 0.3372
H 14.835 10.311 -29.940 0.3926
H 15.045 10.004 -28.126 0.0930
H 16.347 10.268 -29.261 0.4302
C 9.952 14.679 -25.616 -0.5769
S 8.965 14.212 -24.154 0.4673
O 9.777 13.177 -23.429 -0.2907
C 9.229 15.771 -23.258 -1.0533
H 10.999 14.449 -25.434 0.1202
H 9.798 15.732 -25.846 0.5169
H 9.592 14.072 -26.447 -0.0036
H 8.960 15.690 -22.207 0.3475
H 8.692 16.572 -23.764 0.4036
H 10.305 15.953 -23.273 0.2532
C 13.222 12.551 -19.674 -0.4600
S 12.388 14.036 -20.291 0.2675
O 10.915 13.671 -20.247 -0.4587
C 12.941 13.671 -22.019 -0.3852
H 12.772 11.709 -20.189 0.0019
H 13.158 12.530 -18.589 0.4605
H 14.275 12.604 -19.958 0.2575
H 12.514 12.751 -22.425 -0.2652
H 14.021 13.806 -22.061 0.4591
H 12.546 14.346 -22.786 0.2514
C 11.887 5.234 -23.690 -0.4745
S 12.613 5.417 -22.030 0.4269
O 11.798 6.508 -21.418 -0.4822
C 11.916 3.846 -21.446 -1.0729
H 12.339 4.317 -24.089 0.5587
H 12.299 6.011 -24.329 -0.3411
H 10.819 5.042 -23.644 0.2517
H 10.883 3.672 -21.742 0.2308
H 12.070 3.700 -20.374 0.3844
H 12.468 2.950 -21.755 0.4207
```

Calculated values
- M (g mol⁻¹) = 1057.510
- lowest unoccupied orbital energy (eV) = 0.007
- gap between HOMO and LUMO (eV) = 8.50
- HOMO level (eV) = -8.5



(3)
The following is a DFT calculation (wB97M-V/def2-TZVPD) of a single C4H9N5 molecule at a distorted geometry.

```
18
Properties=species:S:1:pos:R:3:mulliken_charge:R:1
H -0.482 3.813 -1.408 0.2377
N -0.796 2.918 -0.965 -0.6004
C 0.105 2.577 -0.114 0.0281
N -0.005 1.474 0.712 -0.6065
C -0.014 0.263 0.278 0.3549
C -0.084 -0.290 -1.108 -0.3384
N 1.062 -1.091 -1.496 -0.7348
N 0.089 -0.661 1.350 -0.1291
C -0.126 -2.014 1.374 0.0380
N -0.394 -2.700 0.363 -0.6491
H -0.613 -3.637 0.656 0.2199
H 1.024 3.192 0.179 0.2976
H -0.082 0.609 -1.721 0.5026
H -1.096 -0.809 -1.174 0.2177
H 0.953 -1.302 -2.515 0.2606
H 0.973 -2.008 -0.984 0.2910
H 0.406 -0.200 2.224 0.2839
H -0.065 -2.451 2.409 0.3264
```

Calculated values
- M (g mol⁻¹) = 127.151
- energy relative to the best compared isomer or geometry (same formula, charge and spin) (kJ/mol) = 113.0
- lowest unoccupied orbital energy (eV) = 0.779
- SMILES = [H]/N=C/N=C(\CN)N/C=N/[H]
- gap between HOMO and LUMO (eV) = 9.95
- HOMO level (eV) = -9.2



(4)
The following is a DFT calculation (wB97M-V/def2-TZVPD) of a molecular structure, C28H40ClNO3PtSSe at a distorted geometry.

```
76
Properties=species:S:1:pos:R:3:mulliken_charge:R:1
Pt -2.284 -2.427 -2.542 0.9037
C -0.763 3.463 2.769 -1.6169
C -2.036 2.605 2.732 2.1372
C -3.265 3.522 2.814 -1.7681
C -2.030 1.704 3.973 -1.9717
C -2.077 1.813 1.431 -0.7710
C -2.112 0.431 1.389 -0.0073
C -2.122 -0.252 0.188 -1.0233
Se -2.030 -2.186 0.303 -0.0467
C -0.088 -2.225 0.182 -0.8837
C 0.593 -2.117 1.375 -0.1158
C 1.976 -2.032 1.402 -0.5372
C 2.617 -2.045 0.165 0.3082
C 1.973 -2.144 -1.054 -0.7249
C 0.542 -2.262 -1.096 2.0666
O -0.106 -2.408 -2.177 -1.1224
C 2.858 -2.137 -2.303 2.3050
C 3.815 -3.340 -2.246 -1.7421
C 3.668 -0.830 -2.350 -1.7140
C 2.081 -2.235 -3.618 -2.2196
C 2.784 -1.911 2.686 2.1257
C 1.900 -1.888 3.938 -2.0923
C 3.755 -3.094 2.815 -1.8227
C 3.600 -0.609 2.667 -1.6626
C -2.084 0.395 -1.070 1.8389
O -2.042 -0.218 -2.190 -1.4296
C -2.074 1.830 -1.014 -0.6593
C -2.064 2.475 0.202 0.0815
C -2.052 2.596 -2.331 2.3879
C -3.308 2.228 -3.132 -1.5148
C -2.032 4.123 -2.157 -2.3737
C -0.798 2.189 -3.115 -1.7712
H -0.708 4.022 3.705 0.4894
H -0.748 4.171 1.944 0.3052
H 0.119 2.832 2.688 0.2719
H -3.259 4.084 3.750 0.4751
H -4.178 2.933 2.766 0.3577
H -3.275 4.228 1.988 0.3039
H -1.992 2.321 4.872 0.4558
H -1.160 1.051 3.978 0.1818
H -2.928 1.093 4.021 0.3999
H -2.129 -0.166 2.289 0.3626
H 0.002 -2.099 2.279 0.3262
H 3.697 -1.961 0.159 0.2480
H 4.460 -3.306 -1.370 0.2894
H 4.449 -3.359 -3.132 0.4535
H 3.240 -4.262 -2.205 0.3565
H 4.317 -0.715 -1.484 0.2766
H 2.992 0.022 -2.380 0.3245
H 4.292 -0.812 -3.243 0.4812
H 1.490 -3.146 -3.651 0.4270
H 2.780 -2.234 -4.458 0.5055
H 1.404 -1.392 -3.727 0.2742
H 1.327 -2.808 4.034 0.3881
H 1.213 -1.046 3.917 0.2123
H 2.527 -1.788 4.826 0.4672
H 3.212 -4.036 2.815 0.3591
H 4.319 -3.017 3.746 0.4886
H 4.460 -3.111 1.987 0.2813
H 2.941 0.248 2.554 0.2733
H 4.305 -0.604 1.840 0.3109
H 4.159 -0.502 3.598 0.4885
H -2.035 3.556 0.214 0.3401
H -4.205 2.497 -2.574 0.2967
H -3.327 1.156 -3.307 0.2380
H -3.316 2.748 -4.090 0.4563
H -2.914 4.478 -1.623 0.3942
H -2.027 4.592 -3.141 0.4499
H -1.139 4.455 -1.627 0.3884
H -0.816 1.116 -3.282 0.3467
H 0.099 2.439 -2.550 0.3199
H -0.767 2.701 -4.076 0.4823
O -6.367 -1.640 -2.021 -0.5876
S -5.042 -1.040 -2.415 0.3843
N -4.088 -2.023 -3.135 -0.2785
Cl -2.175 -4.692 -3.114 -0.6298
```

Calculated values
- net charge = -2
- M (g mol⁻¹) = 780.190
- energy relative to the best compared isomer or geometry (same formula, charge and spin) (kJ/mol) = 161.4
- lowest unoccupied orbital energy (eV) = 4.159
- gap between HOMO and LUMO (eV) = 5.46
- HOMO level (eV) = -1.3



(5)
The following is a DFT calculation (wB97M-V/def2-TZVPD) of 3 unconnected molecules or ions with the total composition C2H9NO at a distorted geometry.

```
13
Properties=species:S:1:pos:R:3:lowdin_spin:R:1
N -2.287 -0.314 0.777 0.9124
H -1.394 -0.170 1.297 0.0202
H -0.802 -2.727 -3.535 0.0000
H -2.702 0.605 0.588 0.0230
H -2.473 -1.033 0.065 0.0239
C 1.016 0.713 0.020 0.0050
O 0.983 -0.126 1.143 0.0092
C 1.915 0.999 1.160 0.0046
H 0.223 1.436 -0.197 0.0001
H 1.494 0.314 -0.861 -0.0001
H 1.535 1.655 1.925 0.0002
H 2.934 0.768 0.927 0.0014
H -0.441 -2.119 -3.307 0.0000
```

Calculated values
- spin multiplicity = 2
- net charge = +1
- M (g mol⁻¹) = 63.100
- energy relative to the best compared isomer or geometry (same formula, charge and spin) (kJ/mol) = 308.9
- lowest unoccupied orbital energy (spin up / spin down) (eV) = -4.386 / -10.021
- <S²> = 0.7539
- gap between HOMO and LUMO (spin up / spin down) (eV) = 10.27 / 4.57
- HOMO level (spin up / spin down) (eV) = -14.7 / -14.6



(6)
The following is a DFT calculation (wB97M-V/def2-TZVPD) of a single C3H8BNO molecule at a distorted geometry.

```
14
Properties=species:S:1:pos:R:3:mulliken_charge:R:1
B -1.096 0.048 0.191 0.0931
C 1.250 -0.957 0.244 -0.3069
C 1.834 0.356 -0.369 -0.5868
C -2.346 0.905 0.028 -0.7372
N -0.231 -0.953 0.254 -0.0556
O 1.558 1.463 0.300 -0.7362
H 1.580 -1.808 -0.353 0.3079
H 1.589 -1.072 1.275 0.2596
H 2.927 0.146 -0.407 0.3110
H 1.474 0.379 -1.430 0.2479
H -2.538 1.077 -1.030 0.3014
H -2.226 1.882 0.489 0.3153
H -3.232 0.445 0.463 0.3004
H -0.543 -1.912 0.345 0.2861
```

Calculated values
- M (g mol⁻¹) = 84.915
- energy relative to the best compared isomer or geometry (same formula, charge and spin) (kJ/mol) = 387.5
- lowest unoccupied orbital energy (eV) = -0.127
- gap between HOMO and LUMO (eV) = 6.99
- HOMO level (eV) = -7.1